Record 1
A 2-piece molecular cluster, C3H7NO5 overall at a distorted geometry. Source: OMol25; level of theory: ωB97M-V/def2-TZVPD.

Geometry (Å):
N1 -0.360 -1.958 -0.113
C1 -0.666 -0.641 0.165
O1 -0.879 -0.393 1.512
C2 -1.405 0.172 -0.668
O2 -2.095 1.219 -0.198
H1 0.496 -1.970 -0.677
H2 -1.074 -2.410 -0.678
H3 -0.130 -0.857 1.934
H4 -1.460 0.053 -1.741
H5 -1.961 1.183 0.780
O3 1.884 -0.115 -1.144
C3 1.486 0.492 -0.157
O4 0.924 1.751 -0.242
O5 2.011 0.357 1.092
H6 0.810 1.908 -1.200
H7 2.419 1.206 1.335

Computed properties:
Relative energy (zero: lowest compared OMol25 entry of this formula, charge and spin) ... 193.8 kJ/mol
DFT total energy ... -549.43142 Ha
SMILES string ... N/C(O)=C/O.O=C(O)O
2S+1 ... 1
Largest force on an atom ... 3.97 eV Å⁻¹
Frontier orbital gap ... 8.47 eV



Record 2
An isolated ion of composition C3H7NOP and charge +1 at a distorted geometry. Source: OMol25; level of theory: ωB97M-V/def2-TZVPD.

Geometry (Å):
C1 2.295 -0.947 -0.066
C2 0.532 1.290 0.006
C3 0.124 0.032 0.491
N1 -1.162 -0.470 -0.261
O1 0.999 -1.114 0.146
P1 3.354 0.360 -0.103
H1 2.801 -1.995 0.090
H2 0.867 1.479 -1.017
H3 1.060 1.949 0.674
H4 -0.089 -0.015 1.643
H5 -1.435 -1.335 0.115
H6 -0.903 -0.444 -1.325
H7 -1.851 0.369 0.045

Computed properties:
Charge ... +1
Relative energy (zero: lowest compared OMol25 entry of this formula, charge and spin) ... 302.7 kJ/mol
DFT total energy ... -589.42166 Ha
2S+1 ... 1
Largest force on an atom ... 5.17 eV Å⁻¹
Frontier orbital gap (alpha / beta) ... 6.84 / 6.84 eV



Record 3
An isolated ion of composition C3H7NOS and charge -1. Source: OMol25; level of theory: ωB97M-V/def2-TZVPD.

Geometry (Å):
C1 0.271 0.144 0.378
C2 1.054 0.302 -0.925
S1 2.774 -0.202 -0.721
C3 -1.199 0.441 0.288
N1 -1.956 -0.144 1.322
O1 -1.710 1.173 -0.523
H1 0.683 0.826 1.130
H2 0.464 -0.861 0.757
H3 0.982 1.314 -1.289
H4 0.587 -0.312 -1.694
H5 2.589 -1.433 -1.301
H6 -2.928 -0.174 1.047
H7 -1.611 -1.074 1.531

Computed properties:
Charge ... -1
Relative energy (zero: lowest compared OMol25 entry of this formula, charge and spin) ... 0.0 kJ/mol
DFT total energy ... -646.66975 Ha
2S+1 ... 2
<S²> ... 0.751
Largest force on an atom ... 0.85 eV Å⁻¹
Frontier orbital gap (alpha / beta) ... 2.56 / 8.94 eV



Record 4
The molecule C3H7NOS at a distorted geometry. Source: OMol25; level of theory: ωB97M-V/def2-TZVPD.

Geometry (Å):
C1 -0.080 -0.629 -1.523
C2 0.262 -0.103 -0.152
C3 -0.818 0.014 0.871
O1 -1.988 0.517 0.287
N1 1.493 0.173 0.029
S1 1.863 0.970 1.553
H1 -0.473 -1.654 -1.543
H2 0.802 -0.667 -2.153
H3 -0.830 -0.049 -2.022
H4 -0.450 0.580 1.730
H5 -0.991 -1.067 1.266
H6 -1.910 1.443 0.042
H7 3.118 0.470 1.614

Computed properties:
Relative energy (zero: lowest compared OMol25 entry of this formula, charge and spin) ... 184.1 kJ/mol
DFT total energy ... -646.64184 Ha
SMILES string ... C/C(CO)=N/S
2S+1 ... 1
Largest force on an atom ... 1.90 eV Å⁻¹
Frontier orbital gap ... 9.43 eV



Record 5
The molecule C3H7NOS at a distorted geometry. Source: OMol25; level of theory: ωB97M-V/def2-TZVPD.

Geometry (Å):
C1 -0.616 0.464 0.125
C2 -1.643 -0.248 -0.667
C3 0.406 -0.523 0.799
N1 2.395 0.636 -0.390
O1 -2.770 -0.721 -0.097
S1 1.799 -0.963 -0.064
H1 -0.017 1.119 -0.508
H2 -1.085 1.057 0.915
H3 -1.360 -0.841 -1.523
H4 -0.034 -1.386 1.284
H5 2.735 1.060 0.471
H6 3.165 0.559 -1.047
H7 -2.974 -0.213 0.702

Computed properties:
Relative energy (zero: lowest compared OMol25 entry of this formula, charge and spin) ... 403.6 kJ/mol
DFT total energy ... -646.55825 Ha
2S+1 ... 1
Largest force on an atom ... 1.71 eV Å⁻¹
Frontier orbital gap (alpha / beta) ... 8.06 / 7.00 eV



Record 6
C3H7NOS as an isolated structure at a distorted geometry. Source: OMol25; level of theory: ωB97M-V/def2-TZVPD.

Geometry (Å):
C1 -0.191 0.242 -0.368
C2 0.863 -0.964 -0.235
S1 -3.448 -0.493 0.280
C3 1.097 1.002 -0.365
N1 -0.874 0.281 0.896
O1 1.695 1.339 0.629
H1 1.777 -1.154 -0.752
H2 1.505 1.397 -1.312
H3 0.331 -1.892 -0.509
H4 1.010 -1.012 0.836
H5 -0.850 0.425 -1.200
H6 -1.670 -0.352 0.914
H7 -1.245 1.181 1.184

Computed properties:
Relative energy (zero: lowest compared OMol25 entry of this formula, charge and spin) ... 590.9 kJ/mol
DFT total energy ... -646.48690 Ha
2S+1 ... 1
Largest force on an atom ... 4.67 eV Å⁻¹
Frontier orbital gap ... 6.35 eV



Record 7
The molecule C3H7NOS at a distorted geometry. Source: OMol25; level of theory: ωB97M-V/def2-TZVPD.

Geometry (Å):
C1 0.993 -1.657 0.045
C2 -0.105 -0.523 0.009
C3 -0.760 -0.240 1.277
N1 0.539 1.808 -1.025
O1 -1.735 0.978 -1.469
S1 -0.385 0.416 -1.499
H1 1.434 -1.929 -0.921
H2 0.976 -2.269 0.968
H3 -0.510 0.660 1.684
H4 -0.779 -1.074 1.963
H5 -1.800 -0.053 1.339
H6 0.795 2.228 -1.926
H7 1.337 1.656 -0.445

Computed properties:
Relative energy (zero: lowest compared OMol25 entry of this formula, charge and spin) ... 392.5 kJ/mol
DFT total energy ... -646.56250 Ha
2S+1 ... 1
Largest force on an atom ... 7.88 eV Å⁻¹
Frontier orbital gap ... 9.05 eV



Record 8
A 2-piece molecular cluster, C3H7NS overall at a distorted geometry. Source: OMol25; level of theory: ωB97M-V/def2-TZVPD.

Geometry (Å):
C1 0.457 0.766 1.706
C2 0.308 1.273 0.449
C3 -0.747 -1.733 -0.384
N1 0.367 0.591 -0.693
S1 0.142 1.003 -2.163
H1 0.491 1.452 2.634
H2 0.579 -0.254 1.944
H3 0.020 2.363 0.251
H4 -0.646 -2.266 -1.349
H5 -0.400 -2.272 0.534
H6 -1.709 -1.226 -0.236
H7 1.138 0.302 -2.694

Computed properties:
Relative energy (zero: lowest compared OMol25 entry of this formula, charge and spin) ... 477.8 kJ/mol
DFT total energy ... -571.25695 Ha
2S+1 ... 1
Largest force on an atom ... 3.80 eV Å⁻¹
Frontier orbital gap (alpha / beta) ... 7.06 / 8.42 eV



Record 9
The molecule C3H7NS at a distorted geometry. Source: OMol25; level of theory: ωB97M-V/def2-TZVPD.

Geometry (Å):
S1 0.966 -0.895 -1.122
C1 -0.654 -0.115 -0.816
C2 -0.985 0.583 0.443
C3 -0.547 0.290 1.834
N1 0.188 1.416 0.920
H1 0.608 -1.954 -0.372
H2 -0.755 0.698 -1.465
H3 -1.413 -0.935 -1.044
H4 -1.949 0.959 0.494
H5 -1.222 0.553 2.632
H6 -0.009 -0.560 2.056
H7 1.090 1.101 0.435

Computed properties:
Relative energy (zero: lowest compared OMol25 entry of this formula, charge and spin) ... 208.7 kJ/mol
DFT total energy ... -571.35944 Ha
SMILES string ... SC[C@H]1CN1
2S+1 ... 1
Largest force on an atom ... 4.22 eV Å⁻¹
Frontier orbital gap ... 10.01 eV



Record 10
The molecule C3H7NS at a distorted geometry. Source: OMol25; level of theory: ωB97M-V/def2-TZVPD.

Geometry (Å):
N1 -0.262 -0.643 -1.532
C1 -0.530 -0.068 -0.218
C2 0.148 1.289 -0.074
S1 1.159 0.831 1.424
C3 0.122 -0.720 1.046
H1 0.744 -0.589 -1.437
H2 -0.357 -1.666 -1.419
H3 -1.640 -0.018 0.142
H4 0.881 1.716 -0.817
H5 -0.548 2.120 0.101
H6 0.903 -1.483 0.957
H7 -0.620 -0.770 1.826

Computed properties:
Relative energy (zero: lowest compared OMol25 entry of this formula, charge and spin) ... 125.1 kJ/mol
DFT total energy ... -571.39129 Ha
SMILES string ... NC1CSC1
2S+1 ... 1
Largest force on an atom ... 2.32 eV Å⁻¹
Frontier orbital gap ... 9.47 eV



Record 11
A 2-piece molecular cluster, C3H7NS overall at a distorted geometry. Source: OMol25; level of theory: ωB97M-V/def2-TZVPD.

Geometry (Å):
C1 -1.882 -0.199 1.514
C2 -1.678 -0.315 0.201
N1 -1.460 -0.353 -1.000
H1 -1.547 -0.840 2.192
H2 -2.226 0.751 1.857
H3 -2.019 -0.649 -1.779
C3 1.865 0.796 -0.430
S1 2.409 -0.903 -0.892
H4 1.234 0.688 0.426
H5 1.367 1.298 -1.170
H6 2.755 1.378 -0.079
H7 1.183 -1.652 -0.840

Computed properties:
Relative energy (zero: lowest compared OMol25 entry of this formula, charge and spin) ... 195.3 kJ/mol
DFT total energy ... -571.36456 Ha
SMILES string ... C=C=N.CS
2S+1 ... 1
Largest force on an atom ... 4.77 eV Å⁻¹
Frontier orbital gap ... 9.65 eV



Record 12
The molecule C3H7NS at a distorted geometry. Source: OMol25; level of theory: ωB97M-V/def2-TZVPD.

Geometry (Å):
C1 -1.337 -1.374 -0.073
C2 -0.368 -0.773 -0.744
N1 0.314 0.429 -0.506
C3 -0.056 1.224 0.686
S1 2.366 -0.039 0.046
H1 -1.551 -2.348 -0.388
H2 -1.913 -0.797 0.632
H3 0.155 -1.349 -1.582
H4 0.240 2.234 0.397
H5 -1.148 1.202 0.699
H6 0.281 0.784 1.637
H7 3.017 0.806 -0.802

Computed properties:
Relative energy (zero: lowest compared OMol25 entry of this formula, charge and spin) ... 273.3 kJ/mol
DFT total energy ... -571.33483 Ha
SMILES string ... C=CN(C)S
2S+1 ... 1
Largest force on an atom ... 3.44 eV Å⁻¹
Frontier orbital gap ... 7.95 eV